No. 1
C39H78O39 | ωB97M-V/def2-TZVPD

Last column: Löwdin charge in e.
Positions of all 156 atoms, in Å:
C: -29.979 -7.895 -17.910  -0.030
O: -30.205 -8.866 -16.891  0.019
C: -29.199 -9.305 -16.183  -0.577
O: -28.005 -9.030 -16.293  0.094
O: -29.697 -10.222 -15.329  -0.002
C: -28.887 -11.030 -14.457  -0.030
H: -29.236 -8.317 -18.588  0.092
H: -29.659 -6.919 -17.545  0.088
H: -30.896 -7.757 -18.482  0.100
H: -29.146 -12.089 -14.455  0.096
H: -29.031 -10.691 -13.431  0.067
H: -27.816 -11.038 -14.659  0.086
C: -24.950 -12.219 -19.115  -0.037
O: -24.971 -12.546 -17.719  -0.007
C: -24.864 -11.512 -16.852  -0.562
O: -24.906 -10.299 -17.098  0.082
O: -24.875 -12.060 -15.663  0.009
C: -24.717 -11.351 -14.447  -0.019
H: -25.960 -12.542 -19.369  0.095
H: -24.171 -12.720 -19.690  0.093
H: -24.940 -11.147 -19.311  0.087
H: -25.096 -12.068 -13.718  0.074
H: -25.274 -10.416 -14.511  0.085
H: -23.675 -11.189 -14.174  0.087
C: -20.032 -12.128 -12.363  -0.043
O: -21.238 -11.380 -12.459  0.021
C: -21.820 -10.953 -11.368  -0.618
O: -21.439 -11.066 -10.173  0.072
O: -22.768 -10.151 -11.699  0.010
C: -23.612 -9.381 -10.851  -0.006
H: -19.773 -12.583 -13.318  0.094
H: -20.242 -12.998 -11.741  0.091
H: -19.090 -11.782 -11.937  0.100
H: -24.256 -8.687 -11.392  0.087
H: -23.108 -8.796 -10.082  0.104
H: -24.332 -10.013 -10.332  0.082
C: -25.978 -4.487 -11.381  -0.016
O: -25.255 -3.273 -11.520  0.030
C: -24.143 -3.168 -10.892  -0.658
O: -23.636 -3.953 -10.106  0.107
O: -23.576 -2.037 -11.287  0.005
C: -22.466 -1.499 -10.526  -0.030
H: -25.431 -5.371 -11.707  0.095
H: -26.698 -4.362 -12.190  0.095
H: -26.541 -4.483 -10.448  0.108
H: -22.829 -1.408 -9.502  0.097
H: -22.049 -0.550 -10.862  0.088
H: -21.548 -2.086 -10.517  0.089
C: -22.819 -8.319 -14.895  -0.041
O: -23.321 -7.018 -14.705  0.013
C: -22.874 -5.999 -15.413  -0.608
O: -22.031 -6.007 -16.270  0.142
O: -23.653 -4.925 -15.181  -0.022
C: -23.365 -3.669 -15.763  -0.056
H: -21.865 -8.689 -14.518  0.104
H: -22.990 -8.645 -15.921  0.099
H: -23.376 -9.058 -14.320  0.056
H: -23.240 -3.676 -16.846  0.091
H: -22.386 -3.293 -15.468  0.096
H: -24.137 -2.917 -15.601  0.095
C: -28.102 -12.610 -11.540  -0.053
O: -27.143 -12.916 -10.507  -0.010
C: -25.783 -13.028 -10.723  -0.520
O: -25.224 -13.099 -11.798  0.114
O: -25.218 -13.193 -9.527  -0.028
C: -23.880 -13.473 -9.328  -0.043
H: -28.693 -13.413 -11.979  0.084
H: -27.580 -12.067 -12.327  0.067
H: -28.762 -11.844 -11.133  0.052
H: -23.647 -12.796 -8.506  0.096
H: -23.288 -13.268 -10.220  0.090
H: -23.769 -14.514 -9.024  0.103
C: -28.770 -6.159 -7.508  0.009
O: -29.209 -5.752 -6.186  0.020
C: -28.522 -4.881 -5.516  -0.621
O: -27.570 -4.223 -5.946  0.081
O: -29.076 -4.796 -4.303  0.008
C: -28.556 -3.752 -3.393  -0.016
H: -29.022 -7.219 -7.514  0.079
H: -27.716 -6.060 -7.766  0.089
H: -29.431 -5.709 -8.249  0.098
H: -28.998 -3.763 -2.397  0.083
H: -28.719 -2.713 -3.681  0.094
H: -27.512 -3.957 -3.154  0.091
C: -31.044 -7.333 -12.992  -0.044
O: -30.951 -7.715 -11.656  -0.011
C: -31.717 -7.150 -10.742  -0.552
O: -32.550 -6.306 -10.961  0.145
O: -31.459 -7.681 -9.507  -0.033
C: -32.123 -7.319 -8.365  -0.093
H: -30.363 -7.625 -13.792  0.095
H: -30.955 -6.247 -13.027  0.106
H: -32.030 -7.611 -13.364  0.093
H: -32.234 -6.234 -8.367  0.101
H: -31.772 -7.662 -7.392  0.100
H: -33.144 -7.691 -8.451  0.095
C: -30.536 -14.673 -10.046  -0.063
O: -31.405 -13.845 -9.346  0.007
C: -31.041 -12.646 -8.838  -0.415
O: -30.012 -11.970 -9.196  0.057
O: -32.096 -12.195 -8.067  -0.006
C: -32.241 -10.885 -7.709  -0.088
H: -31.006 -15.630 -10.274  0.100
H: -29.585 -14.879 -9.555  0.107
H: -30.269 -14.298 -11.034  0.070
H: -31.506 -10.511 -6.996  0.100
H: -33.224 -10.822 -7.243  0.105
H: -32.246 -10.192 -8.551  0.084
C: -26.229 -6.787 -17.377  -0.017
O: -25.944 -6.452 -18.742  0.047
C: -26.931 -6.222 -19.571  -0.545
O: -28.118 -6.310 -19.374  0.113
O: -26.339 -5.865 -20.778  -0.015
C: -27.114 -5.449 -21.839  -0.100
H: -27.211 -6.465 -17.030  0.085
H: -25.540 -6.359 -16.649  0.080
H: -26.011 -7.824 -17.122  0.079
H: -26.535 -5.385 -22.760  0.093
H: -27.685 -4.532 -21.692  0.099
H: -27.786 -6.247 -22.156  0.091
C: -31.919 -10.717 -12.447  -0.026
O: -33.045 -10.393 -11.648  0.023
C: -33.952 -9.581 -12.133  -0.569
O: -34.021 -9.144 -13.284  0.096
O: -34.818 -9.246 -11.132  -0.039
C: -36.028 -8.458 -11.277  -0.009
H: -32.178 -11.153 -13.412  0.112
H: -31.290 -11.394 -11.869  0.085
H: -31.198 -9.905 -12.543  0.071
H: -36.904 -9.103 -11.209  0.089
H: -35.982 -8.036 -12.281  0.091
H: -36.001 -7.740 -10.458  0.093
C: -25.720 -10.941 -7.201  -0.014
O: -25.246 -9.699 -6.589  -0.010
C: -25.395 -8.483 -7.188  -0.563
O: -25.802 -8.282 -8.335  0.085
O: -24.869 -7.616 -6.359  0.012
C: -24.777 -6.228 -6.697  -0.006
H: -25.257 -11.782 -6.685  0.093
H: -25.498 -10.963 -8.268  0.067
H: -26.791 -11.119 -7.113  0.093
H: -25.554 -5.682 -6.162  0.076
H: -24.891 -6.044 -7.766  0.092
H: -23.793 -5.905 -6.356  0.100
C: -28.614 -9.380 -9.864  -0.056
O: -28.274 -8.208 -10.599  -0.030
C: -27.457 -8.421 -11.712  -0.530
O: -26.882 -9.461 -12.032  0.088
O: -27.582 -7.397 -12.506  0.011
C: -26.832 -7.365 -13.694  -0.031
H: -29.408 -9.850 -10.445  0.073
H: -28.977 -8.982 -8.916  0.084
H: -27.789 -10.078 -9.723  0.086
H: -27.419 -6.922 -14.498  0.094
H: -26.618 -8.379 -14.034  0.080
H: -25.880 -6.849 -13.574  0.087

Properties
Kohn-Sham gap (eV): 11.0
Energy relative to the best compared isomer or geometry (same formula, charge and spin) (kJ/mol): 554.39
2S+1: 1
Charge: 0

=====

No. 2
C39H79BBrN2O20PS5 | ωB97M-V/def2-TZVPD

Last column: Löwdin charge in e.
Positions of all 148 atoms, in Å:
C: -5.993 -4.291 -1.099  -0.126
O: -5.314 -4.953 -2.147  -0.187
C: -4.180 -4.244 -2.633  -0.222
C: -3.135 -5.265 -3.144  -0.152
C: -2.538 -4.932 -4.533  -0.192
C: -2.011 -3.497 -4.715  -0.191
C: -0.558 -3.323 -4.159  -0.108
C: -0.669 -3.150 -2.643  -0.197
N: -1.467 -2.207 -2.226  0.179
C: -1.493 -2.130 -0.856  -0.220
C: -2.324 -1.128 -0.254  -0.296
P: -3.272 -0.011 -1.379  0.620
O: -2.924 1.498 -0.741  -0.372
Br: -5.463 -0.411 -0.947  0.279
C: -2.392 -0.993 1.106  -0.216
C: -3.215 0.067 1.819  -0.157
C: -2.313 1.274 2.248  -0.151
C: -2.084 1.258 3.781  -0.218
O: -0.930 0.448 4.061  -0.124
C: -1.646 -1.865 1.959  0.022
C: -0.876 -2.832 1.395  -0.046
B: -0.005 -3.813 2.311  -0.423
C: -0.781 -4.768 3.303  0.010
O: 1.386 -3.819 2.245  0.113
C: -0.796 -2.974 -0.007  -0.158
N: 0.022 -3.961 -0.495  0.249
C: 0.096 -4.020 -1.787  -0.298
O: 0.894 -4.943 -2.378  -0.011
C: 2.226 -4.992 -1.856  -0.139
C: 3.194 -3.995 -2.497  -0.303
C: 2.836 -2.517 -2.258  -0.037
C: 4.626 -4.253 -1.936  -0.381
C: 4.745 -4.057 -0.405  -0.075
C: 5.687 -3.353 -2.623  -0.070
H: -6.213 -5.034 -0.317  0.086
H: -5.407 -3.496 -0.621  0.042
H: -6.954 -3.858 -1.419  0.084
H: -4.519 -3.568 -3.434  0.126
H: -3.688 -3.657 -1.845  0.097
H: -2.327 -5.351 -2.403  0.102
H: -3.628 -6.246 -3.160  0.116
H: -1.722 -5.654 -4.695  0.110
H: -3.305 -5.192 -5.276  0.112
H: -1.916 -3.349 -5.804  0.107
H: -2.688 -2.714 -4.367  0.096
H: -0.035 -4.240 -4.435  0.107
H: -0.131 -2.431 -4.630  0.114
H: -2.194 1.815 -1.292  0.046
H: -3.757 -0.352 2.673  0.124
H: -3.968 0.475 1.143  0.025
H: -2.811 2.226 2.026  0.113
H: -1.367 1.281 1.692  0.114
H: -2.976 0.862 4.273  0.121
H: -1.926 2.294 4.118  0.091
H: -0.331 0.560 3.314  0.088
H: -1.678 -1.743 3.040  0.122
H: -0.230 -5.682 3.544  0.068
H: -1.755 -5.010 2.859  0.071
H: -0.976 -4.196 4.226  0.072
H: 1.775 -3.064 2.700  0.103
H: 2.607 -5.995 -2.092  0.139
H: 2.294 -4.898 -0.766  0.117
H: 3.270 -4.199 -3.576  0.129
H: 1.856 -2.333 -2.734  0.068
H: 2.713 -2.244 -1.206  0.083
H: 3.521 -1.826 -2.761  0.083
H: 4.924 -5.292 -2.146  0.132
H: 4.056 -3.316 0.013  0.068
H: 4.475 -5.011 0.075  0.078
H: 5.764 -3.837 -0.068  0.077
H: 5.568 -3.304 -3.708  0.048
H: 6.666 -3.752 -2.326  0.080
H: 5.636 -2.364 -2.147  0.080
O: 2.300 4.214 3.042  -0.274
S: 0.902 4.447 3.253  0.568
O: -0.069 4.130 2.250  -0.278
O: 0.693 5.950 3.721  -0.255
C: 1.190 7.004 2.870  -0.243
C: 0.344 7.194 1.627  -0.066
C: 0.419 3.666 4.758  -0.117
H: 2.236 6.818 2.615  0.114
H: 1.165 7.914 3.468  0.122
H: 0.396 6.320 0.976  0.064
H: 0.687 8.057 1.056  0.086
H: -0.704 7.335 1.892  0.068
H: 1.131 3.923 5.538  0.079
H: 0.422 2.591 4.584  0.058
H: -0.583 3.996 5.019  0.075
O: 5.275 -2.790 -5.874  -0.279
S: 4.259 -3.258 -6.769  0.571
O: 4.083 -4.655 -7.016  -0.270
O: 4.407 -2.494 -8.159  -0.261
C: 5.674 -2.564 -8.840  -0.252
C: 5.919 -3.920 -9.473  -0.075
C: 2.706 -2.572 -6.297  -0.114
H: 6.481 -2.293 -8.157  0.116
H: 5.642 -1.802 -9.617  0.121
H: 6.014 -4.698 -8.717  0.069
H: 6.838 -3.906 -10.060  0.081
H: 5.086 -4.197 -10.120  0.085
H: 2.823 -1.504 -6.135  0.082
H: 2.402 -3.064 -5.374  0.047
H: 1.981 -2.774 -7.082  0.079
O: -2.440 -1.911 6.562  -0.278
S: -1.206 -1.820 7.284  0.569
O: -0.493 -2.999 7.671  -0.277
O: -1.431 -0.903 8.570  -0.263
C: -2.471 -1.274 9.493  -0.255
C: -2.102 -2.484 10.329  -0.075
C: -0.107 -0.749 6.427  -0.126
H: -3.408 -1.433 8.956  0.115
H: -2.617 -0.414 10.146  0.120
H: -2.005 -3.376 9.711  0.069
H: -2.868 -2.677 11.080  0.081
H: -1.144 -2.329 10.826  0.085
H: -0.633 0.154 6.159  0.050
H: 0.223 -1.271 5.533  0.068
H: 0.746 -0.535 7.068  0.081
O: 2.861 3.395 -3.494  -0.277
S: 4.113 3.499 -2.809  0.567
O: 4.858 2.332 -2.454  -0.276
O: 3.918 4.409 -1.516  -0.260
C: 2.910 4.019 -0.560  -0.246
C: 3.321 2.814 0.259  -0.073
C: 5.175 4.593 -3.692  -0.123
H: 1.959 3.849 -1.068  0.118
H: 2.771 4.874 0.101  0.112
H: 3.412 1.924 -0.364  0.069
H: 2.583 2.609 1.033  0.060
H: 4.290 2.981 0.729  0.091
H: 4.625 5.497 -3.941  0.074
H: 5.486 4.078 -4.598  0.076
H: 6.041 4.816 -3.075  0.075
O: -3.269 7.913 1.593  -0.279
S: -4.400 8.496 0.937  0.572
O: -4.250 9.627 0.077  -0.272
O: -5.520 8.811 2.026  -0.262
C: -5.166 9.649 3.141  -0.254
C: -5.030 11.108 2.751  -0.075
C: -5.278 7.243 0.065  -0.119
H: -4.254 9.278 3.614  0.114
H: -5.970 9.542 3.868  0.121
H: -4.195 11.259 2.069  0.069
H: -4.858 11.724 3.635  0.081
H: -5.930 11.455 2.244  0.086
H: -5.423 6.389 0.720  0.076
H: -4.671 6.963 -0.794  0.078
H: -6.230 7.649 -0.268  0.076

Properties
Kohn-Sham gap (eV): 8.3
Structure (SMILES): COCCCCCc1nc2c(P(O)Br)c(CCCO)cc(B(C)O)c2nc1OC[C@@H](C)C(C)C.CCOS(C)(=O)=O.CCOS(C)(=O)=O.CCOS(C)(=O)=O.CCOS(C)(=O)=O.CCOS(C)(=O)=O
2S+1: 1
Charge: 0

=====

No. 3
C39H79N13O4Rb | ωB97M-V/def2-TZVPD

Last column: Löwdin charge in e.
Positions of all 136 atoms, in Å:
Rb: -0.589 -0.704 -1.656  0.933
C: -3.525 -0.876 5.067  -0.085
N: -2.344 -1.359 4.405  -0.169
C: -1.533 -2.246 5.192  -0.074
C: -1.772 -0.637 3.347  -0.386
N: -1.178 -1.103 2.337  0.098
C: -1.034 -2.464 1.951  -0.183
C: 0.436 -2.921 2.035  -0.174
N: 1.356 -1.980 1.425  -0.150
C: 1.696 -0.897 2.326  -0.183
C: 2.254 0.311 1.564  -0.197
N: 2.114 1.575 2.234  0.116
C: 2.586 1.924 3.351  -0.388
N: 2.185 3.143 3.879  -0.177
C: 3.068 3.884 4.745  -0.078
C: 1.347 3.987 3.058  -0.076
N: 3.476 1.246 4.237  -0.194
C: 2.852 0.638 5.389  -0.076
C: 4.558 0.484 3.666  -0.081
C: 2.519 -2.586 0.802  -0.172
C: 2.566 -2.368 -0.721  -0.190
N: 2.855 -1.011 -1.060  0.099
C: 3.978 -0.570 -1.442  -0.396
N: 4.087 0.745 -1.761  -0.129
C: 5.299 1.330 -2.263  -0.064
C: 2.875 1.531 -1.856  -0.049
N: 5.246 -1.268 -1.542  -0.210
C: 5.339 -2.331 -2.513  -0.084
C: 5.867 -1.558 -0.276  -0.084
N: -1.962 0.748 3.394  -0.163
C: -1.352 1.437 4.513  -0.059
C: -1.715 1.424 2.132  -0.068
H: -4.212 -1.713 5.225  0.085
H: -4.006 -0.138 4.433  0.090
H: -3.312 -0.426 6.048  0.077
H: -1.216 -1.773 6.138  0.083
H: -0.643 -2.522 4.635  0.063
H: -2.092 -3.154 5.444  0.087
H: -1.343 -2.500 0.903  0.102
H: -1.656 -3.162 2.536  0.117
H: 0.507 -3.880 1.517  0.118
H: 0.705 -3.094 3.099  0.108
H: 2.400 -1.256 3.108  0.100
H: 0.773 -0.578 2.809  0.097
H: 1.668 0.387 0.642  0.095
H: 3.296 0.138 1.276  0.092
H: 3.699 3.201 5.306  0.074
H: 2.473 4.480 5.440  0.083
H: 3.711 4.566 4.172  0.086
H: 0.755 3.354 2.404  0.060
H: 1.944 4.666 2.438  0.090
H: 0.697 4.579 3.705  0.083
H: 2.076 1.305 5.763  0.084
H: 3.602 0.488 6.170  0.084
H: 2.392 -0.334 5.157  0.077
H: 4.934 1.011 2.791  0.092
H: 4.288 -0.541 3.378  0.068
H: 5.362 0.422 4.408  0.085
H: 2.535 -3.668 0.986  0.115
H: 3.434 -2.166 1.241  0.100
H: 1.571 -2.582 -1.127  0.095
H: 3.280 -3.092 -1.140  0.098
H: 6.083 0.578 -2.258  0.076
H: 5.610 2.177 -1.637  0.083
H: 5.160 1.692 -3.288  0.084
H: 2.576 1.899 -0.874  0.079
H: 2.074 0.911 -2.271  0.053
H: 3.043 2.378 -2.515  0.085
H: 4.557 -2.194 -3.259  0.080
H: 5.236 -3.330 -2.066  0.075
H: 6.317 -2.289 -3.009  0.080
H: 6.937 -1.728 -0.431  0.083
H: 5.454 -2.449 0.222  0.076
H: 5.744 -0.699 0.384  0.085
H: -0.299 1.681 4.308  0.074
H: -1.398 0.822 5.410  0.074
H: -1.893 2.370 4.697  0.087
H: -2.225 0.870 1.349  0.065
H: -0.648 1.457 1.885  0.075
H: -2.107 2.440 2.212  0.087
C: -2.083 3.815 -1.088  -0.218
C: -1.083 4.228 -2.188  -0.221
N: -0.157 3.145 -2.483  -0.057
C: -0.101 2.694 -3.859  -0.220
C: -1.424 2.158 -4.443  -0.199
N: -1.986 1.173 -3.548  -0.116
C: -3.401 1.244 -3.304  -0.211
C: -3.684 2.472 -2.416  -0.195
N: -2.671 2.538 -1.391  -0.072
H: -2.834 4.620 -0.954  0.109
H: -1.518 3.706 -0.157  0.106
H: -0.515 5.100 -1.823  0.102
H: -1.621 4.550 -3.088  0.099
H: -0.444 2.334 -1.934  0.077
H: 0.599 1.853 -3.876  0.068
H: 0.272 3.507 -4.493  0.112
H: -1.204 1.747 -5.441  0.115
H: -2.150 2.963 -4.584  0.097
H: -1.645 0.245 -3.767  0.051
H: -3.701 0.357 -2.747  0.096
H: -4.023 1.308 -4.224  0.116
H: -4.703 2.405 -2.006  0.116
H: -3.637 3.383 -3.018  0.102
H: -2.902 1.975 -0.586  0.093
C: -8.623 -2.419 0.441  -0.127
O: -7.435 -1.713 0.661  -0.099
C: -6.374 -1.934 -0.207  -0.285
C: -6.462 -2.774 -1.321  -0.067
C: -5.340 -2.943 -2.104  -0.053
C: -4.122 -2.346 -1.812  -0.126
C: -2.933 -2.687 -2.579  -0.439
C: -3.093 -2.805 -4.090  0.005
O: -1.837 -2.871 -2.074  -0.118
C: -4.013 -1.424 -0.695  -0.420
O: -2.983 -0.757 -0.451  -0.198
C: -5.207 -1.273 0.079  0.052
H: -9.307 -2.103 1.231  0.085
H: -8.474 -3.504 0.511  0.090
H: -9.072 -2.186 -0.534  0.088
H: -7.370 -3.302 -1.564  0.083
H: -5.405 -3.631 -2.939  0.102
H: -3.823 -3.568 -4.361  0.071
H: -2.128 -3.054 -4.525  0.079
H: -3.437 -1.851 -4.483  0.084
H: -5.167 -0.629 0.944  0.114
C: 2.289 0.222 -5.504  -0.075
C: 1.778 -0.821 -4.465  -0.681
C: 1.329 -2.079 -5.274  -0.075
O: 0.849 -0.342 -3.647  -0.483
H: 3.118 -0.172 -6.092  0.057
H: 2.617 1.121 -4.989  0.050
H: 1.473 0.492 -6.171  0.062
H: 2.710 -1.164 -3.904  0.101
H: 0.584 -1.795 -6.016  0.062
H: 0.888 -2.804 -4.592  0.059
H: 2.180 -2.536 -5.781  0.056

Properties
Kohn-Sham gap (eV): 6.4
Energy relative to the best compared isomer or geometry (same formula, charge and spin) (kJ/mol): 153.91
2S+1: 1
Charge: -1

=====

Number 1: DFT total energy -121555.12427 eV. Number 2: DFT total energy -219838.01662 eV. Number 3: DFT total energy -69939.89025 eV.